Entry from the OMol25 dataset: C25H28AsCl3GeMnN5OPS4 as an isolated structure (the ωB97M-V functional and the def2-TZVPD basis).

Computed properties:
Highest occupied orbital energy (alpha / beta) (eV): -7.58 / -7.62
ΔE to the lowest compared entry with this formula, charge and spin (kJ/mol): 0.0
Expectation value of S²: 8.76
2S+1: 6
Frontier orbital gap (alpha / beta) (eV): 6.543 / 6.448

Each line ends with the natural charge from an NBO analysis.
Cartesian coordinates (Å):
C1 1.23 -2.05 5.07  -0.195
H1 1.21 -0.71 -2.63  0.206
H2 3.46 0.96 -0.30  0.215
H3 -0.53 -3.25 5.33  0.226
S1 -1.59 1.17 -1.78  -0.757
C2 3.12 0.40 -1.17  -0.086
Cl1 -4.47 -0.15 -3.26  -0.356
H4 2.10 3.06 1.09  0.499
Ge1 -2.39 0.18 -3.47  1.353
H5 -1.64 2.09 2.21  0.228
H6 5.27 1.76 -3.29  0.202
N1 1.88 1.06 -1.69  -0.586
Cl2 -1.46 -1.75 -3.62  -0.388
H7 0.61 0.80 -3.34  0.221
P1 -1.01 -0.53 1.30  0.766
Cl3 -2.02 1.16 -5.30  -0.339
H8 -3.57 3.09 3.33  0.228
N2 3.30 2.43 -3.12  -0.452
H9 4.81 2.32 -1.67  0.200
C3 -3.59 2.04 3.07  -0.173
H10 -5.63 -0.67 3.16  0.209
S2 -3.79 3.65 -0.42  -0.569
C4 2.24 2.44 -2.13  -0.089
O1 2.64 2.31 1.39  -0.548
C5 1.48 0.30 -2.92  -0.077
C6 -2.62 -2.14 -0.28  -0.201
H11 0.24 -3.22 1.21  0.211
C7 -2.50 1.47 2.44  -0.187
H12 2.81 -0.70 4.59  0.216
C8 -4.72 1.27 3.33  -0.203
Mn1 0.20 1.25 -0.08  1.118
H13 -0.44 -5.30 0.11  0.219
H14 1.74 -2.44 5.95  0.226
C9 -3.65 -0.64 2.34  -0.225
N3 4.19 0.38 -2.15  -0.457
C10 -0.64 -2.01 3.59  -0.167
H15 4.52 -0.37 -4.08  0.202
H16 2.57 3.01 -1.25  0.202
H17 -3.69 -1.69 2.06  0.220
C11 1.22 -0.56 3.15  -0.026
S3 -1.38 4.53 -3.05  -0.585
As1 -1.95 3.56 -1.33  1.017
C12 -0.04 -1.05 2.78  -0.318
C13 2.00 0.56 2.57  0.104
H18 2.86 -0.62 -0.88  0.193
H19 1.97 2.13 -4.71  0.214
C14 1.84 -1.08 4.30  -0.176
H20 3.65 1.65 -5.03  0.200
S4 -0.29 3.54 0.19  -0.799
H21 -3.21 -1.25 -0.42  0.241
H22 -5.58 1.72 3.80  0.218
C15 -1.46 -2.10 0.51  -0.380
C16 -2.52 0.12 2.07  -0.338
N4 2.53 0.28 -3.92  -0.456
H23 2.92 0.81 3.10  0.206
H24 -3.91 -3.35 -1.48  0.228
C17 -0.68 -3.24 0.63  -0.144
C18 4.47 1.76 -2.55  -0.077
N5 1.70 1.30 1.59  -0.232
H25 -2.55 -5.40 -1.19  0.220
C19 -3.01 -3.33 -0.88  -0.186
H26 -1.63 -2.37 3.33  0.229
C20 -4.75 -0.07 2.96  -0.153
C21 3.72 -0.35 -3.34  -0.075
C22 -1.06 -4.42 0.01  -0.223
H27 3.48 -1.37 -3.05  0.197
C23 -2.24 -4.47 -0.72  -0.193
H28 1.34 2.92 -2.53  0.240
C24 -0.02 -2.51 4.73  -0.181
C25 2.86 1.66 -4.28  -0.078

Entry from the OMol25 dataset: a 2-piece molecular cluster, C3H8N5S overall (the ωB97M-V functional and the def2-TZVPD basis).

Computed properties:
Highest occupied orbital energy (alpha / beta) (eV): -12.28 / -12.23
Charge: +1
ΔE to the lowest compared entry with this formula, charge and spin (kJ/mol): 384.8
Frontier orbital gap (alpha / beta) (eV): 7.012 / 7.272

Each line ends with the natural charge from an NBO analysis.
Cartesian coordinates (Å):
H1 -1.23 -2.91 0.83  0.430
C1 -0.26 -1.27 0.12  0.462
C2 -0.86 1.05 0.10  0.462
S1 2.79 0.80 0.34  0.141
C3 -1.14 -0.28 0.49  -0.482
N1 1.19 0.46 -0.70  -0.068
H2 0.26 -3.25 0.04  0.414
H3 1.87 0.52 -2.19  0.301
H4 -2.55 1.89 0.86  0.419
N2 0.28 1.36 -0.52  -0.405
H5 1.60 -1.54 -0.78  0.419
H6 -2.02 -0.51 1.07  0.245
N3 -0.39 -2.57 0.39  -0.751
N4 -1.69 2.05 0.37  -0.725
H7 2.74 2.10 0.09  0.151
N5 0.85 -0.88 -0.60  -0.439
H8 -1.44 2.98 0.09  0.427

Entry from the OMol25 dataset: C11H23B2CrF8O10 as an isolated structure (the ωB97M-V functional and the def2-TZVPD basis).

Computed properties:
Highest occupied orbital energy (alpha / beta) (eV): -0.77 / -7.69
Charge: -1
ΔE to the lowest compared entry with this formula, charge and spin (kJ/mol): 227.7
Expectation value of S²: 20.02
2S+1: 9
Frontier orbital gap (alpha / beta) (eV): 3.090 / 6.527

Each line ends with the natural charge from an NBO analysis.
Cartesian coordinates (Å):
Cr1 -0.37 0.77 -0.72  0.879
H1 -1.23 -0.22 5.41  0.181
H2 2.60 2.16 -0.35  0.145
O1 -2.05 -0.41 0.14  -0.668
H3 1.92 2.52 3.11  0.184
F1 -0.86 1.02 -4.41  -0.580
O2 1.23 0.63 3.37  -0.511
H4 -5.86 0.42 -0.54  0.190
O3 2.44 -2.34 -0.64  -0.539
H5 2.64 1.32 1.96  0.174
H6 -2.08 -3.82 2.18  0.184
C1 -0.78 -0.73 4.56  -0.242
F2 -1.82 -1.02 -4.62  -0.567
B1 -1.72 3.06 -0.27  1.308
F3 -0.39 3.32 0.01  -0.561
H7 2.06 -4.51 -1.92  0.167
F4 -2.33 2.51 0.83  -0.561
H8 -1.42 -3.20 0.66  0.199
H9 -1.12 -2.25 2.14  0.203
C2 0.14 0.54 2.58  0.596
C3 2.42 2.24 -1.42  -0.122
C4 2.26 1.50 2.96  -0.252
H10 3.14 1.35 3.60  0.184
C5 -1.82 -2.91 1.63  -0.255
O4 -3.04 -2.25 1.33  -0.504
C6 2.40 3.71 -1.80  -0.615
H11 0.97 -4.40 -3.30  0.201
C7 1.50 -3.82 -2.54  -0.240
F5 0.28 -0.79 -3.69  -0.586
C8 -4.80 0.33 -0.31  -0.277
H12 -1.22 -1.73 4.50  0.179
C9 3.28 -1.34 -0.08  -0.244
C10 -3.06 -1.12 0.56  1.024
O5 0.04 0.87 1.35  -0.136
O6 -0.94 -0.08 3.27  -0.527
C11 1.16 -2.12 -0.90  0.966
H13 -4.59 1.17 0.35  0.208
F6 -1.81 2.14 -1.33  -0.546
H14 -4.21 0.53 -1.21  0.228
F7 -1.37 -0.11 -2.57  -0.564
H15 2.81 -0.81 0.74  0.194
O7 1.35 1.46 -1.83  -0.226
H16 2.21 -3.24 -3.13  0.191
H17 3.56 -0.67 -0.89  0.181
H18 3.32 4.18 -1.46  0.204
B2 -0.97 -0.25 -3.84  1.331
O8 0.51 -1.14 -0.46  -0.680
H19 1.53 4.25 -1.41  0.249
F8 -2.48 4.13 -0.64  -0.558
H20 2.43 3.86 -2.88  0.216
H21 4.20 -1.85 0.24  0.185
O9 0.72 -3.06 -1.68  -0.490
H22 3.33 1.81 -1.84  0.199
H23 0.28 -0.79 4.77  0.195
O10 -4.36 -0.82 0.41  -0.495

Entry from the OMol25 dataset: one molecule with the formula C6H12O2 (the ωB97M-V functional and the def2-TZVPD basis).

Computed properties:
Highest occupied orbital energy (eV): -9.41
Structure (SMILES): C=C(C)OC(C)(C)O
ΔE to the lowest compared entry with this formula, charge and spin (kJ/mol): 177.0
Frontier orbital gap (eV): 10.293

Each line ends with the natural charge from an NBO analysis.
Cartesian coordinates (Å):
H1 0.76 1.53 1.47  0.224
C1 0.89 -1.23 -0.22  0.314
C2 -2.03 0.82 1.23  -0.636
H2 -1.93 0.13 -1.23  0.472
H3 2.65 -2.38 0.09  0.209
H4 -2.49 1.78 1.00  0.205
H5 1.76 -1.77 -2.12  0.224
O1 -0.34 -0.69 0.49  -0.555
H6 -2.75 0.02 1.09  0.205
H7 1.72 -1.88 1.61  0.215
H8 1.13 1.65 -0.25  0.216
H9 0.03 -1.43 -2.17  0.225
C3 0.98 -1.12 -1.71  -0.678
C4 0.32 1.68 0.48  -0.661
C5 1.81 -1.84 0.53  -0.461
C6 -0.72 0.60 0.18  0.541
H10 -1.67 0.80 2.27  0.211
H11 -0.13 2.67 0.43  0.225
O2 -1.20 0.77 -1.13  -0.728
H12 1.21 -0.10 -2.03  0.232

Entry from the OMol25 dataset: one molecule with the formula C5H8O (the ωB97M-V functional and the def2-TZVPD basis).

Computed properties:
Highest occupied orbital energy (eV): -8.31
Structure (SMILES): C=C(O)/C=C/C
ΔE to the lowest compared entry with this formula, charge and spin (kJ/mol): 252.5
Frontier orbital gap (eV): 9.283

Each line ends with the natural charge from an NBO analysis.
Cartesian coordinates (Å):
H1 -0.78 0.84 1.05  0.232
C1 -1.21 -1.40 -1.37  -0.571
H2 -2.43 0.52 -1.50  0.480
H3 1.70 1.58 2.14  0.218
H4 2.49 0.49 1.29  0.217
C2 -0.69 -0.19 -1.07  0.320
H5 -2.15 -1.49 -1.91  0.186
C3 1.49 0.60 1.76  -0.667
C4 0.58 0.08 -0.46  -0.279
H6 -0.78 -2.26 -1.04  0.200
O1 -1.48 0.90 -1.29  -0.681
H7 1.42 -0.16 -1.01  0.227
C5 0.34 0.61 0.79  -0.109
H8 1.48 -0.13 2.62  0.228

Entry from the OMol25 dataset: an isolated ion of composition C8H10N2P and charge +1 (the ωB97M-V functional and the def2-TZVPD basis).

Computed properties:
Highest occupied orbital energy (alpha / beta) (eV): -12.26 / -12.67
Charge: +1
ΔE to the lowest compared entry with this formula, charge and spin (kJ/mol): 449.9
Frontier orbital gap (alpha / beta) (eV): 5.031 / 7.819

Each line ends with the natural charge from an NBO analysis.
Cartesian coordinates (Å):
C1 1.66 -0.60 -0.02  0.510
H1 -2.25 2.91 -0.03  0.263
H2 -4.21 1.83 0.12  0.246
N1 0.32 -0.96 -0.05  -0.525
C2 2.63 -1.75 0.08  -0.666
H3 3.53 -1.24 -0.01  0.243
C3 -1.04 1.12 0.08  0.316
C4 -3.30 -0.22 -0.07  -0.173
N2 1.93 0.64 -0.08  -0.655
H4 2.32 -2.44 -0.59  0.238
C5 -2.14 1.89 0.02  -0.316
H5 2.75 -2.27 1.12  0.275
H6 -4.16 -0.71 -0.14  0.226
C6 -2.07 -0.89 -0.18  -0.201
H7 -2.22 -1.97 -0.48  0.248
C7 -3.37 1.17 0.09  -0.152
H8 0.27 -1.94 -0.28  0.418
P1 3.49 1.28 -0.03  0.671
H9 3.46 1.88 1.18  -0.017
C8 -0.84 -0.25 0.07  0.024
H10 3.25 2.54 -0.81  0.029